Record 1
{"formula": "C36H32N4O5OsS", "method": "wB97M-V/def2-TZVPD", "species": ["Os", "C", "O", "C", "C", "C", "C", "C", "C", "N", "N", "C", "C", "O", "C", "C", "C", "C", "C", "C", "C", "C", "H", "H", "H", "H", "H", "H", "H", "H", "H", "H", "H", "H", "H", "C", "C", "C", "C", "C", "C", "C", "S", "O", "O", "N", "C", "C", "C", "C", "C", "C", "C", "C", "N", "C", "H", "H", "H", "H", "H", "H", "H", "H", "H", "H", "H", "H", "H", "C", "C", "C", "O", "H", "H", "H", "H", "H", "H"], "positions_angstrom": [[-0.991402, -0.596417, 0.535627], [-3.886627, -1.323691, -1.398885], [-2.486652, -1.588805, -1.340600], [-1.773962, -1.349954, -2.472855], [-2.306889, -1.431512, -3.754348], [-1.505203, -1.224854, -4.860840], [-0.154049, -0.940345, -4.710084], [0.400669, -0.888311, -3.453635], [-0.399454, -1.072771, -2.319118], [0.144853, -0.997057, -1.038093], [1.405395, -1.081458, -0.988100], [2.201792, -1.240272, 0.052942], [1.695302, -1.637472, 1.354369], [0.440575, -1.753575, 1.583504], [2.647001, -1.970451, 2.356829], [3.983917, -1.836276, 2.136716], [4.511616, -1.413535, 0.884640], [5.891704, -1.277229, 0.670170], [6.374282, -0.933570, -0.575634], [5.495561, -0.723325, -1.638854], [4.135829, -0.830743, -1.443916], [3.616793, -1.152808, -0.181949], [-4.061990, -0.335789, -1.828238], [-4.233588, -1.322556, -0.369682], [-4.419564, -2.086519, -1.969937], [-3.345814, -1.674228, -3.894865], [-1.924622, -1.303172, -5.850766], [0.463635, -0.770210, -5.575230], [1.451350, -0.693418, -3.320206], [2.266253, -2.317572, 3.305077], [4.678276, -2.077560, 2.928424], [6.575292, -1.463110, 1.485252], [7.435495, -0.836998, -0.738068], [5.878226, -0.487755, -2.622390], [3.453801, -0.685865, -2.265473], [3.332713, 2.377338, -4.479941], [2.194467, 2.398296, -3.515261], [2.386741, 2.001841, -2.191328], [1.332907, 1.972490, -1.296148], [0.076229, 2.357154, -1.729009], [-0.134532, 2.807521, -3.020282], [0.923958, 2.809548, -3.912956], [-1.306086, 2.239684, -0.623365], [-2.128801, 3.400224, -0.663389], [-1.992723, 0.957015, -0.898220], [-0.683834, 1.860276, 0.854818], [-1.165255, 2.355850, 1.996308], [-1.587047, 3.680929, 2.203205], [-1.983319, 4.107601, 3.464712], [-1.942136, 3.259751, 4.554228], [-1.577460, 1.904103, 4.395160], [-1.577440, 0.965070, 5.444389], [-1.295134, -0.351560, 5.167910], [-1.049649, -0.732578, 3.845018], [-1.024858, 0.131460, 2.850766], [-1.234558, 1.431964, 3.103101], [3.718617, 1.366353, -4.596036], [4.150973, 2.999195, -4.124676], [3.020908, 2.739801, -5.453200], [3.372929, 1.713292, -1.861645], [1.477174, 1.676522, -0.266737], [-1.115325, 3.160557, -3.299561], [0.767711, 3.155067, -4.922781], [-1.609241, 4.353499, 1.360029], [-2.309179, 5.129581, 3.598523], [-2.220301, 3.609576, 5.536554], [-1.812614, 1.288932, 6.447180], [-1.280414, -1.093407, 5.950021], [-0.861422, -1.769145, 3.591842], [-4.861653, -2.122968, 2.909163], [-3.576713, -2.171580, 2.150093], [-2.960827, -3.517734, 1.986925], [-3.077900, -1.161347, 1.670568], [-4.761246, -2.611462, 3.877954], [-5.624966, -2.673781, 2.357701], [-5.198564, -1.099368, 3.046090], [-3.586757, -4.121685, 1.330951], [-2.903564, -4.036206, 2.940305], [-1.969611, -3.428484, 1.539238]], "forces_ev_per_a": [[0.602, 1.102, 1.516], [-0.711, 0.236, 0.054], [0.486, -0.056, 0.474], [0.785, 0.012, -0.528], [-0.120, 0.005, 0.316], [0.176, 0.031, 0.083], [-0.029, -0.037, 0.027], [-0.079, -0.017, 0.244], [-0.853, -0.247, -1.316], [-0.797, 0.434, 1.344], [1.351, -0.254, -0.544], [-0.844, 0.128, 0.319], [0.815, 0.064, -0.048], [-1.332, 0.579, -0.728], [-0.399, -0.117, 0.094], [-0.343, -0.040, -0.004], [0.052, 0.271, -0.596], [-0.211, -0.098, -0.017], [-0.003, 0.057, -0.037], [-0.003, -0.068, 0.136], [-0.157, -0.085, 0.148], [0.728, -0.069, -0.074], [0.038, -0.081, -0.012], [-0.035, -0.029, -0.135], [0.178, -0.014, 0.059], [-0.158, -0.008, 0.021], [-0.126, 0.016, -0.080], [0.102, 0.001, -0.125], [0.036, 0.083, -0.016], [-0.009, -0.013, 0.087], [0.048, 0.008, 0.119], [0.050, -0.017, 0.081], [0.130, -0.008, 0.026], [0.039, 0.010, 0.005], [-0.023, 0.048, -0.076], [0.053, 0.072, -0.053], [-0.192, -0.061, 0.160], [-0.161, 0.045, -0.068], [0.213, -0.050, 0.086], [-0.273, -0.061, 0.522], [-0.230, 0.001, -0.017], [-0.013, 0.027, 0.197], [0.921, 0.415, 1.961], [-0.052, -0.021, -0.459], [-0.420, -1.787, -0.062], [1.141, -1.585, -3.409], [-1.268, 1.442, 2.522], [0.420, -1.220, -0.576], [-0.017, -0.331, 1.011], [-0.069, 0.276, -0.308], [0.002, 0.123, -0.225], [0.044, -0.164, -0.286], [-0.032, 0.169, 0.066], [0.101, -0.114, 0.091], [0.063, -0.812, -1.014], [-0.244, 1.492, -0.447], [0.058, -0.110, -0.047], [0.091, 0.068, 0.007], [0.048, 0.028, -0.137], [0.121, 0.038, 0.061], [0.075, 0.031, 0.027], [-0.093, 0.023, -0.194], [-0.038, 0.039, -0.119], [0.072, 0.099, 0.086], [0.021, 0.023, -0.002], [-0.017, 0.055, 0.079], [-0.012, 0.006, 0.111], [0.000, -0.093, 0.039], [-0.030, 0.008, 0.032], [-0.062, 0.466, -0.033], [-0.305, -0.604, 0.274], [0.463, 0.136, -0.236], [0.277, 0.443, -0.471], [0.079, -0.060, -0.007], [-0.006, -0.096, -0.051], [0.009, 0.040, -0.007], [-0.112, -0.059, -0.040], [-0.005, -0.059, 0.089], [-0.004, -0.108, 0.033]], "mulliken_charge": [2.77, -0.86, -0.22, 0.20, -0.75, -0.82, -0.91, -0.49, 1.13, 0.47, -0.59, -0.19, 0.87, -0.76, -0.93, -0.84, 0.50, -0.88, -0.68, -0.89, -0.22, 0.79, 0.47, 0.10, 0.33, 0.45, 0.46, 0.48, 0.51, 0.53, 0.46, 0.47, 0.42, 0.46, 0.75, -1.46, 0.83, -0.68, -0.42, 0.17, -0.98, -0.99, 1.38, -0.63, -0.44, -0.15, -0.34, -0.63, -1.00, -0.85, 0.65, -0.65, -1.29, -0.25, 0.19, 0.55, 0.28, 0.38, 0.40, 0.76, 0.67, 0.55, 0.44, 0.55, 0.42, 0.45, 0.49, 0.47, 0.77, -1.43, 1.07, -1.18, -0.78, 0.43, 0.38, 0.34, 0.42, 0.42, 0.13], "homo_energy_ha": [-0.468, -0.459], "multiplicity": 5, "gap_ev": [5.7, 4.0], "charge": 2, "s_squared": 6.084, "de_lowest_kj_mol": 238.35}

Record 2
{"formula": "C36H33AsCl4FeN3O10S3", "method": "wB97M-V/def2-TZVPD", "species": ["Fe", "C", "C", "C", "C", "C", "C", "C", "S", "O", "O", "N", "C", "C", "C", "C", "C", "N", "H", "H", "H", "H", "H", "H", "H", "H", "H", "H", "H", "Cl", "C", "C", "C", "Cl", "C", "O", "C", "C", "O", "C", "H", "H", "H", "C", "As", "C", "C", "O", "H", "H", "H", "H", "H", "H", "H", "H", "H", "Cl", "C", "C", "C", "C", "C", "Cl", "C", "N", "C", "C", "C", "C", "C", "C", "C", "C", "O", "O", "H", "H", "H", "H", "H", "H", "H", "H", "H", "H", "O", "S", "O", "O", "S"], "positions_angstrom": [[1.064393, 0.496531, 0.584921], [4.886893, -4.237269, -3.241379], [4.605993, -3.002069, -2.434179], [4.285193, -1.797869, -3.046079], [3.990193, -0.676269, -2.287679], [4.013293, -0.751669, -0.908879], [4.349893, -1.938069, -0.285179], [4.646493, -3.055569, -1.043979], [3.712393, 0.707531, 0.099021], [5.033493, 1.294931, 0.228321], [3.098693, 0.257531, 1.326221], [2.629993, 1.537331, -0.707479], [2.706793, 2.803231, -1.152779], [3.925793, 3.527631, -1.201079], [3.941493, 4.802631, -1.704579], [2.757693, 5.364231, -2.181879], [1.619993, 4.586131, -2.102679], [1.574893, 3.362431, -1.609579], [4.656693, -4.077269, -4.291879], [4.278993, -5.065569, -2.881879], [5.935193, -4.527069, -3.151479], [4.235893, -1.739369, -4.124479], [3.713893, 0.255131, -2.756279], [4.332993, -1.971769, 0.791521], [4.880193, -3.991569, -0.556779], [4.810393, 3.044231, -0.829379], [4.867993, 5.365731, -1.735579], [2.728893, 6.360931, -2.598779], [0.671793, 4.968431, -2.472979], [1.233493, -3.258669, -5.724379], [1.180093, -2.637269, -4.100079], [1.399393, -3.523469, -3.055079], [1.398093, -3.001769, -1.762879], [1.712893, -4.068569, -0.449079], [1.171493, -1.652369, -1.467879], [1.302993, -1.208169, -0.262179], [0.828693, -0.795669, -2.579779], [0.388393, 0.504131, -2.302879], [0.126393, 0.967231, -1.153179], [0.903593, -1.309269, -3.899279], [1.582793, -4.571869, -3.220579], [0.216693, 1.177331, -3.155279], [0.711293, -0.649269, -4.731579], [-1.910707, 2.366631, -0.176979], [-0.770107, 2.754131, 1.407321], [-2.215107, 2.454931, 2.729421], [-0.667007, 4.673631, 0.947321], [0.761693, 2.161831, 1.268321], [-2.857207, 2.899631, -0.033879], [-2.083407, 1.304531, -0.291679], [-1.403807, 2.735131, -1.063779], [-3.105607, 2.971631, 2.358521], [-1.917607, 2.838531, 3.698621], [-2.398407, 1.388231, 2.806521], [-1.645007, 5.049231, 0.641221], [0.021893, 4.695531, 0.103021], [-0.269907, 5.252631, 1.775321], [-4.944007, -0.361269, 4.412521], [-5.520907, 0.034731, 2.837521], [-6.710307, 0.737231, 2.700921], [-7.162007, 1.056631, 1.433121], [-6.436807, 0.675131, 0.312321], [-5.239507, -0.013269, 0.468521], [-4.304607, -0.434569, -0.925779], [-4.750907, -0.356269, 1.731821], [-3.524707, -0.989769, 1.957621], [-3.253807, -2.316069, 1.678821], [-4.164107, -3.192269, 1.095321], [-3.787607, -4.491469, 0.798021], [-2.503807, -4.927769, 1.066121], [-1.619407, -4.081869, 1.717221], [-1.986507, -2.795469, 2.063321], [-1.078307, -1.938069, 2.896321], [-0.330507, -0.866369, 2.093921], [0.892793, -0.809669, 2.203221], [-0.996607, -0.112369, 1.329421], [-7.254607, 1.035731, 3.583321], [-8.082807, 1.607131, 1.312721], [-6.781807, 0.916531, -0.678979], [-2.687007, -0.415469, 1.777821], [-5.164407, -2.851369, 0.866421], [-4.496607, -5.159569, 0.328221], [-2.191707, -5.927969, 0.802221], [-0.625507, -4.427069, 1.963221], [-0.315707, -2.547769, 3.379421], [-1.657907, -1.417769, 3.663721], [0.137793, 1.316731, 3.603221], [0.869593, 2.541531, 3.870721], [1.174093, 2.700831, 5.288021], [0.146893, 3.739731, 3.381921], [2.698793, 2.649831, 2.959421]], "forces_ev_per_a": [[0.390, -1.385, -0.128], [0.000, 0.094, 0.055], [0.134, 0.052, 0.043], [0.084, 0.008, 0.058], [0.078, 0.135, 0.033], [-0.012, 0.308, 0.077], [0.042, 0.060, 0.116], [0.111, 0.202, -0.153], [1.031, 0.468, -1.276], [-0.001, 0.012, 0.174], [0.547, -0.314, 0.205], [0.735, -1.413, 0.635], [0.617, 0.998, -0.308], [-0.010, 0.112, -0.021], [-0.104, -0.034, -0.047], [0.028, 0.139, -0.032], [0.109, 0.341, -0.205], [-0.111, -0.491, 0.024], [0.003, -0.008, -0.118], [-0.052, -0.142, 0.017], [0.041, -0.065, -0.048], [-0.011, -0.021, -0.129], [-0.050, 0.132, -0.107], [-0.018, -0.096, 0.195], [0.003, -0.097, 0.078], [0.155, 0.111, 0.024], [0.020, -0.026, 0.007], [-0.051, 0.062, -0.007], [-0.043, 0.086, 0.010], [0.049, -0.173, -0.477], [-0.115, 0.453, -0.454], [-0.080, 0.822, 1.613], [0.146, -1.752, -1.345], [-0.175, -0.349, 0.307], [-0.059, 2.008, 1.925], [-0.258, -2.772, -3.041], [0.600, -1.854, -0.196], [-1.127, 2.133, 2.397], [-0.124, -1.134, -3.736], [-0.156, 0.215, 0.840], [0.031, -0.094, -0.051], [0.000, 0.028, -0.103], [-0.050, 0.038, -0.153], [0.297, -0.064, 0.239], [-3.115, 2.342, -0.831], [0.377, 0.010, -0.055], [0.014, -0.437, 0.281], [0.184, 2.271, 0.327], [0.111, -0.012, 0.143], [-0.074, -0.070, 0.032], [0.015, 0.065, -0.015], [0.135, -0.005, -0.138], [-0.049, 0.006, -0.116], [0.020, -0.027, -0.065], [-0.014, -0.086, -0.024], [-0.040, 0.047, -0.016], [-0.011, -0.070, -0.053], [-0.068, 0.021, 0.218], [-0.081, 0.025, -0.310], [0.211, -0.088, 0.034], [0.132, -0.138, -0.186], [0.097, -0.041, 0.179], [-0.054, 0.051, 0.011], [-0.115, 0.013, 0.011], [-0.105, -0.070, 0.228], [0.108, 0.452, -0.046], [-0.035, -0.557, -0.003], [-0.045, 0.143, 0.085], [0.008, -0.127, -0.097], [-0.021, -0.204, 0.008], [-0.097, 0.069, -0.060], [-0.014, 0.135, 0.137], [0.317, 0.223, -0.149], [-0.388, -0.920, 0.736], [0.234, -0.406, 0.487], [-0.775, 0.064, -0.219], [-0.046, 0.008, 0.061], [-0.089, 0.050, -0.017], [-0.016, 0.053, -0.144], [0.106, 0.121, -0.092], [-0.079, 0.055, -0.073], [-0.081, -0.033, -0.042], [-0.018, -0.096, -0.050], [0.100, 0.000, 0.073], [-0.090, -0.003, 0.032], [-0.025, 0.000, 0.047], [0.315, 0.242, 0.343], [-0.474, 0.622, 2.170], [0.644, -0.043, -0.077], [0.095, -0.300, -0.057], [0.151, -0.085, 0.356]], "mulliken_charge": [0.92, -1.74, 1.43, -0.85, -0.24, 0.06, -0.26, -1.20, 0.98, -0.86, -0.55, 0.78, 0.16, -0.96, -0.50, -0.80, -0.39, 0.05, 0.34, 0.33, 0.43, 0.31, 0.35, 0.50, 0.32, 0.51, 0.39, 0.37, 0.36, -0.30, 0.15, -0.48, 1.12, -0.23, -0.71, 0.25, 0.55, -0.51, 0.17, -1.30, 0.52, 0.17, 0.48, -1.20, 0.95, -0.93, -1.07, -0.24, 0.59, 0.01, 0.23, 0.47, 0.49, 0.00, 0.39, -0.03, 0.37, -0.22, 0.85, -0.59, -0.39, -0.79, 1.14, -0.16, -1.58, 1.68, 1.12, -0.87, -0.67, -0.91, -0.27, 0.09, -1.94, 1.41, -0.72, -1.25, 0.42, 0.37, 0.44, -0.57, 0.45, 0.37, 0.37, 0.36, 0.44, 0.30, -0.60, 1.21, -0.83, -0.69, -0.17], "homo_energy_ha": [-0.076, -0.043], "multiplicity": 6, "gap_ev": [5.9, 5.0], "charge": -2, "s_squared": 8.792, "de_lowest_kj_mol": 304.34}